(1)
Computed, not measured: C47H31I4N4OPd as an isolated structure in a non-equilibrium geometry, with ωB97M-V/def2-TZVPD.

Structure (ORCA input):
```
! RIJCOSX wB97M-V def2-TZVPD def2/J DEFGRID3
* xyz -1 1
I -4.11077 -5.65221 -6.66407
I 1.08123 -7.31731 6.02063
I -4.41847 5.47479 6.82433
I 4.31763 6.44399 -5.73517
Pd -0.14017 0.19089 -0.06087
O 1.99523 0.42479 0.66963
N -0.47837 0.00199 1.90063
N -0.30057 2.18989 0.05643
N -0.23547 -1.80101 -0.24787
N -0.13467 0.35059 -2.04447
C 1.43193 3.56319 -2.94767
C -0.82867 1.01469 2.73743
C -1.55057 -2.77281 -3.62047
C -1.40497 4.31039 3.90193
C -0.29827 -0.72971 4.03823
C -1.16877 2.32159 2.34943
C -3.08827 2.60649 3.84273
C 0.76543 -5.65791 4.73443
C -2.11237 4.97209 4.89073
C 2.03913 3.09489 -4.13607
C 0.33993 -3.48901 3.04353
C -2.99567 -4.39281 -5.36697
C 2.85073 3.88989 -4.91187
C -0.19387 -4.01031 0.25723
C -1.00407 -3.95151 -4.12267
C -0.87387 -1.93781 -2.61017
C 4.23373 -0.12031 1.13363
C -0.74617 0.00309 -4.20477
C 1.83853 4.84549 -2.52217
C -1.02767 4.23869 0.71883
C 1.41253 -4.36381 2.83793
C 3.10873 -0.94341 -0.97577
C -0.88367 2.86919 1.09523
C -1.88117 3.11889 3.36373
C 2.62753 5.65879 -3.30487
C -0.30047 -4.81041 4.96963
C 2.89413 -0.57841 0.50693
C -3.31047 4.44619 5.33503
C -0.18117 -1.08571 2.65373
C 0.01433 3.07899 -0.91027
C 3.10543 5.19269 -4.51727
C -0.43837 4.37659 -0.50427
C 0.11873 1.47309 -2.74437
C -3.80887 3.26459 4.81963
C 1.62353 -5.44661 3.66883
C -0.51527 -3.74421 4.11953
C -0.03087 -2.68051 0.76133
C -0.26657 1.27819 -4.10367
C -0.73067 0.55989 4.08753
C -1.72137 -4.76311 -4.98387
C -0.55727 -2.51501 -1.37347
C -0.55267 -3.90691 -1.04897
C -3.54807 -3.20541 -4.92167
C -2.82297 -2.40291 -4.05987
C -0.64127 -0.58651 -2.91357
C 0.09453 -2.36781 2.13053
C 0.56053 2.71719 -2.18287
H -0.92617 1.15879 4.95823
H 2.87963 6.65249 -2.96247
H -0.40097 5.27449 -1.09127
H -1.72877 5.88509 5.32093
H -4.74247 2.85749 5.17863
H -3.25247 -1.47681 -3.70437
H -4.54067 -2.90961 -5.22837
H 4.53533 0.81239 0.66403
H 1.89383 2.06959 -4.43477
H -1.11217 -0.48001 -5.09167
H -0.09377 -4.90761 0.83483
H 0.00073 -4.23391 -3.85037
H 5.00743 -0.87031 0.98433
H -3.46567 1.68139 3.42963
H 4.08953 0.04949 2.19913
H -1.28497 -5.68061 -5.34677
H 3.29373 3.49219 -5.81447
H -0.06467 -1.36281 4.87183
H 2.45243 -6.11551 3.48733
H 2.58613 -1.50101 1.05733
H 3.42203 -0.05251 -1.51937
H -0.46397 4.70999 3.55853
H 1.56003 5.19699 -1.54457
H 2.16173 -1.28441 -1.40197
H -1.50757 5.00269 1.30393
H -1.38167 -3.11731 4.26833
H -0.25107 2.02579 -4.87387
H 2.08863 -4.19011 2.01263
H -0.96607 -4.97771 5.80373
H -0.79237 -4.71441 -1.71237
H 3.85383 -1.73271 -1.08617
*
```

Output
**HOMO level (alpha / beta)**: -3.01 / -3.94 eV
**Orbital gap (alpha / beta)**: 3.893 / 4.907 eV

Results of the Mulliken charge analysis, in e, for atoms 1 through 5:
1 I 0.0340
2 I 0.0274
3 I 0.0325
4 I 0.0049
5 Pd 0.4625



(2)
Computed, not measured: C10H28LiN2O4 as an isolated structure in a non-equilibrium geometry, with ωB97M-V/def2-TZVPD.

Structure (ORCA input):
```
! RIJCOSX wB97M-V def2-TZVPD def2/J DEFGRID3
* xyz 1 1
O -17.95250 12.43034 11.62941
O -14.20776 11.50481 10.02286
O -14.99500 13.47637 12.09846
O -14.78453 14.84532 9.54930
N -16.68707 12.53044 8.95695
N -16.49400 10.03062 11.73149
C -15.28735 15.40063 10.76811
C -18.66161 11.19362 11.83978
C -16.21009 11.41461 6.77433
C -15.96729 11.41900 8.30564
C -18.55771 8.69440 11.64813
C -12.81823 11.56679 10.25953
C -14.47372 11.37190 8.62707
C -17.88073 10.01745 11.26130
C -18.38789 13.37856 12.58341
C -14.57881 14.85668 11.97945
Li -16.08164 12.03203 10.97625
H -14.05373 10.43357 8.26257
H -14.03535 12.25894 8.14565
H -15.23392 16.48937 10.64838
H -18.63635 8.64910 12.74214
H -12.62844 11.49548 11.32755
H -18.95888 10.98244 12.87181
H -17.24046 11.17164 6.52119
H -12.25261 10.77452 9.76359
H -19.41752 13.69777 12.37535
H -16.49352 9.92085 12.74730
H -14.50231 13.10968 12.84358
H -17.78898 14.29045 12.56435
H -16.11325 13.36846 8.81630
H -18.34811 13.01264 13.61416
H -17.98159 7.80746 11.37699
H -13.49230 14.86410 11.87207
H -19.55565 8.51951 11.24057
H -15.93355 12.38220 6.35591
H -14.01435 15.33930 9.25825
H -16.00815 9.18026 11.45770
H -19.61288 11.31343 11.30989
H -17.96272 10.03493 10.17154
H -12.44929 12.52904 9.88799
H -14.86386 15.43259 12.86444
H -16.36855 15.26122 10.80795
H -17.53022 12.69818 8.42159
H -15.60132 10.61869 6.33462
H -16.41513 10.46944 8.62838
*
```

Output
**HOMO level**: -12.84 eV
**Orbital gap**: 10.517 eV
**Relative energy (zero: lowest compared OMol25 entry of this formula, charge and spin)**: 6.70 kcal/mol

Results of the natural (NBO) charge analysis, in e, for atoms 1 through 5:
1 O -0.5703
2 O -0.5718
3 O -0.7569
4 O -0.7449
5 N -0.8886



(3)
Computed, not measured: one molecule with the formula C5H7NO, with ωB97M-V/def2-TZVPD.

Structure (ORCA input):
```
! RIJCOSX wB97M-V def2-TZVPD def2/J DEFGRID3
* xyz 0 1
O 0.56854 -1.73856 -0.39370
N -0.66010 2.73910 -0.96674
C 0.58911 -0.39373 -0.24627
C -0.57641 0.28898 -0.14602
C -0.60183 1.66239 -0.54237
C 1.96568 0.14942 -0.01561
C -1.76944 -0.28065 0.59937
H -1.83312 0.27559 1.54533
H -2.73740 -0.19211 0.10057
H -1.58494 -1.32491 0.87604
H -0.28938 -1.92347 -0.80454
H 2.21231 0.97836 -0.68745
H 2.68742 -0.66571 -0.12180
H 1.99129 0.52423 1.01873
*
```

Output
**HOMO level**: -8.81 eV
**Orbital gap**: 9.304 eV
**Relative energy (zero: lowest compared OMol25 entry of this formula, charge and spin)**: 30.88 kcal/mol
**SMILES**: C/C(O)=C(/C)C#N

Results of the natural (NBO) charge analysis, in e, for atoms 1 through 5:
1 O -0.6538
2 N -0.3407
3 C 0.4430
4 C -0.3053
5 C 0.2695



(4)
Computed, not measured: an isolated ion of composition C3H5NO2S and charge -2 in a non-equilibrium geometry, with ωB97M-V/def2-TZVPD.

Structure (ORCA input):
```
! RIJCOSX wB97M-V def2-TZVPD def2/J DEFGRID3
* xyz -2 1
S -3.11171 -0.13794 -0.92163
O 2.39722 -1.23210 -0.41089
O 2.92180 0.63248 0.73914
N 0.74951 0.01933 0.53635
C -0.35507 -0.43799 -0.30722
C 2.11622 -0.19491 0.22066
C -1.60460 0.42630 -0.07048
H -0.58885 -1.48331 -0.08310
H 0.65918 0.93650 0.93002
H -0.09237 -0.38386 -1.35839
H -1.29924 1.44421 -0.28315
H -1.79208 0.41130 1.00870
*
```

Output
**HOMO level**: 0.25 eV
**Orbital gap**: 5.811 eV
**Relative energy (zero: lowest compared OMol25 entry of this formula, charge and spin)**: 0.00 kcal/mol
**SMILES**: O=C([O-])NCC[S-]

Results of the natural (NBO) charge analysis, in e, for atoms 1 through 5:
1 S -0.7685
2 O -0.8215
3 O -0.8589
4 N -0.7016
5 C -0.2081



Number 1: total energy -93133.8186 eV. Number 2: total energy -22195.2013 eV. Number 3: total energy -8834.8640 eV. Number 4: total energy -19612.5130 eV.